## one
ORCA calculation (wB97M-V/def2-TZVPD) on a molecular structure, C6H5AlCl2GaNO3.

The calculation puts the highest occupied orbital energy (spin up / spin down) at -24.65 / -24.65 eV. The net charge is +4. The orbital gap (spin up / spin down) comes out at 3.24 / 3.24 eV. As for the LUMO energy (spin up / spin down): -21.416 / -21.417 eV.

Last column: Mulliken charge in e.
Element x y z (Å)
Al: -0.87 0.08 -3.77  0.54
Ga: 2.08 0.07 -0.43  0.78
Cl: -2.41 -1.23 -4.19  0.10
Cl: -0.40 1.10 -1.83  -0.15
C: 2.25 1.97 -0.27  0.78
C: 0.89 -1.09 -3.51  0.39
C: -0.26 1.54 -5.23  0.46
O: 2.42 3.13 -0.22  0.07
O: 1.77 -1.84 -3.66  -0.04
O: 0.06 2.29 -6.05  0.05
C: -1.58 -0.72 3.62  -1.13
C: -0.05 -0.73 3.48  -0.07
C: 0.37 -0.49 2.13  0.65
N: 0.89 -0.32 1.08  -0.27
H: -1.98 0.28 3.38  0.38
H: -1.89 -0.97 4.64  0.35
H: -2.04 -1.43 2.92  0.39
H: 0.41 0.05 4.11  0.35
H: 0.36 -1.71 3.78  0.36

## two
ORCA calculation (wB97M-V/def2-TZVPD) on a molecular structure, C6H5AlCl2GaNO3.

The calculation puts the highest occupied orbital energy at -24.07 eV. The net charge is +4. The orbital gap comes out at 5.08 eV. As for the LUMO energy: -18.991 eV.

Last column: Mulliken charge in e.
Element x y z (Å)
Al: 0.08 0.18 -3.72  0.46
Ga: 0.65 0.63 -0.77  0.72
Cl: -0.59 -1.12 -1.83  0.00
Cl: -0.49 2.04 -2.34  -0.04
C: 1.60 2.05 -0.06  0.56
C: 0.55 -1.33 -4.69  0.57
C: 0.63 1.26 -5.11  0.58
O: 2.20 2.93 0.37  0.07
O: 0.85 -2.26 -5.28  0.11
O: 0.98 1.95 -5.96  0.11
C: -1.51 -0.82 3.90  -1.16
C: -0.11 -0.73 3.33  -0.17
C: -0.12 -0.43 1.89  0.59
N: -0.01 -0.19 0.77  -0.19
H: -2.06 0.13 3.75  0.39
H: -1.45 -1.03 4.99  0.34
H: -2.07 -1.65 3.42  0.38
H: 0.44 0.08 3.85  0.35
H: 0.43 -1.69 3.50  0.34

Least stable of them? one.

## one
ORCA calculation (wB97M-V/def2-TZVPD) on 2 unconnected molecules or ions with the total composition C2H7NO3.

The calculation puts the highest occupied orbital energy at -9.77 eV. The net charge is 0. As for the structure (SMILES): NOC=O.CO. The orbital gap comes out at 10.28 eV. As for the LUMO energy: 0.507 eV.

Last column: Mulliken charge in e.
Element x y z (Å)
N: -0.90 1.98 -0.15  -0.41
O: 0.42 1.39 -0.26  -0.32
C: 0.44 0.16 -1.14  0.12
O: -0.57 -0.34 -1.59  -0.52
H: -1.54 1.27 -0.52  0.28
H: -0.88 2.73 -0.84  0.27
H: 1.47 0.05 -1.50  0.44
C: 0.59 -1.14 1.08  -0.55
O: -0.69 -1.71 1.22  -0.50
H: 1.06 -1.08 2.06  0.31
H: 1.23 -1.75 0.43  0.27
H: 0.51 0.05 0.85  0.30
H: -1.15 -1.61 0.36  0.31

## two
ORCA calculation (wB97M-V/def2-TZVPD) on a single C2H7NO3 molecule.

The calculation puts the highest occupied orbital energy at -9.96 eV. The net charge is 0. As for the structure (SMILES): CCOONO. The orbital gap comes out at 10.99 eV. As for the LUMO energy: 1.030 eV.

Last column: Mulliken charge in e.
Element x y z (Å)
C: 1.10 0.99 -0.35  -1.04
C: 1.35 -0.51 -0.31  -0.14
O: 0.14 -1.25 -0.39  -0.27
O: -0.54 -1.03 0.88  -0.11
N: -1.95 -0.84 0.65  -0.18
O: -2.17 0.57 0.39  -0.40
H: 0.47 1.26 -1.21  0.28
H: 0.58 1.33 0.55  0.27
H: 2.04 1.54 -0.42  0.36
H: 1.96 -0.79 -1.18  0.30
H: 1.90 -0.79 0.59  0.26
H: -2.03 -1.25 -0.29  0.31
H: -2.84 0.78 1.07  0.35

## three
ORCA calculation (wB97M-V/def2-TZVPD) on 2 unconnected molecules or ions with the total composition C2H7NO3.

The calculation puts the highest occupied orbital energy at -10.00 eV. The net charge is 0. As for the structure (SMILES): NCC(=O)O.O. The orbital gap comes out at 10.42 eV. As for the LUMO energy: 0.426 eV.

Last column: Mulliken charge in e.
Element x y z (Å)
N: 1.19 -0.44 -0.29  -0.53
C: 0.27 0.17 -1.33  -0.21
C: -0.91 0.63 -0.49  0.45
O: -1.39 1.77 -0.61  -0.58
O: -1.72 -0.29 0.10  -0.45
H: 1.52 -1.43 -0.41  0.22
H: 2.02 0.17 -0.19  0.22
H: 0.02 -0.64 -2.08  0.23
H: 0.79 0.97 -1.99  0.27
H: -2.43 0.13 0.78  0.38
O: 0.23 -0.32 2.58  -0.64
H: 0.37 0.37 1.87  0.32
H: 0.04 -1.10 2.06  0.33

## four
ORCA calculation (wB97M-V/def2-TZVPD) on 2 unconnected molecules or ions with the total composition C2H7NO3.

The calculation puts the highest occupied orbital energy at -10.05 eV. The net charge is 0. As for the structure (SMILES): NCOC=O.O. The orbital gap comes out at 10.55 eV. As for the LUMO energy: 0.504 eV.

Last column: Mulliken charge in e.
Element x y z (Å)
N: 0.00 0.00 0.00  -0.64
C: -1.11 -0.69 0.71  -0.33
O: -0.89 -0.76 2.11  -0.28
C: -2.00 -0.95 2.64  0.30
O: -2.10 -0.95 3.90  -0.58
H: 0.62 -0.66 -0.48  0.26
H: -0.38 0.62 -0.72  0.23
H: -1.97 0.00 0.54  0.39
H: -1.38 -1.67 0.28  0.31
H: -2.81 -1.06 1.90  0.33
O: 1.11 -3.35 0.28  -0.63
H: 0.62 -3.91 0.93  0.32
H: 2.04 -3.35 0.60  0.32

Least stable of them? two.

## one
ORCA calculation (wB97M-V/def2-TZVPD) on 2 unconnected molecules or ions with the total composition C4H11N2O2.

The calculation puts the highest occupied orbital energy at -14.30 eV. The net charge is +1. The orbital gap comes out at 11.29 eV. As for the LUMO energy: -3.007 eV.

Last column: Mulliken charge in e.
Element x y z (Å)
C: 2.16 0.06 1.68  -1.21
C: 1.07 -0.55 0.89  0.08
C: 1.28 -1.35 -0.17  -0.39
N: 0.20 -1.80 -1.11  -0.21
H: 3.14 -0.05 1.12  0.33
H: 1.93 1.07 2.00  0.34
H: 2.21 -0.45 2.62  0.33
H: 0.07 -0.37 1.23  0.38
H: 2.29 -1.55 -0.57  0.30
H: -0.74 -1.48 -0.79  0.30
H: 0.28 -1.36 -2.06  0.39
H: 0.27 -2.79 -1.29  0.39
N: -2.50 1.92 0.14  -0.53
C: -1.97 0.95 -0.72  0.75
O: -1.22 1.53 -1.73  -0.47
O: -2.08 -0.29 -0.70  -0.68
H: -1.81 2.63 0.44  0.27
H: -3.02 1.44 0.89  0.28
H: -1.58 2.44 -1.86  0.34

## two
ORCA calculation (wB97M-V/def2-TZVPD) on a gas-phase ion, C4H11N2O2 (charge +1).

The calculation puts the highest occupied orbital energy at -13.31 eV. The net charge is +1. As for the structure (SMILES): OC1(O)C[NH2+]CCN1. The orbital gap comes out at 9.89 eV. As for the LUMO energy: -3.422 eV.

Last column: Mulliken charge in e.
Element x y z (Å)
O: -1.61 0.08 -1.47  -0.54
C: -1.20 0.00 -0.13  0.75
O: -2.38 -0.10 0.62  -0.60
C: -0.33 1.19 0.28  -0.95
N: 1.02 1.10 -0.16  -0.02
C: 1.65 -0.10 0.38  -0.57
C: 0.96 -1.28 -0.22  -0.69
N: -0.39 -1.22 0.16  -0.30
H: -2.48 0.01 -1.78  0.35
H: -2.33 -0.11 1.60  0.34
H: -0.79 2.15 -0.20  0.31
H: -0.35 1.40 1.33  0.43
H: 1.55 1.77 0.35  0.35
H: 1.10 1.22 -1.21  0.42
H: 1.47 -0.21 1.51  0.30
H: 2.72 -0.12 0.31  0.44
H: 1.05 -1.49 -1.32  0.30
H: 1.34 -2.23 0.14  0.40
H: -0.99 -2.07 -0.19  0.30

Least stable of them? two.

## one
ORCA calculation (wB97M-V/def2-TZVPD) on 2 unconnected molecules or ions with the total composition C2H7O2P.

The calculation puts the highest occupied orbital energy (spin up / spin down) at -9.28 / -8.93 eV. The net charge is 0. The orbital gap (spin up / spin down) comes out at 7.58 / 8.77 eV. As for the LUMO energy (spin up / spin down): -1.699 / -0.166 eV.

Last column: Mulliken charge in e.
Element x y z (Å)
C: -3.03 -1.45 -0.19  -0.91
C: 1.47 1.48 0.46  -0.37
O: 1.10 -1.24 0.62  -0.52
O: 2.66 1.25 -0.21  -0.45
P: 0.41 -0.09 -0.04  0.35
H: -3.00 -0.48 0.19  0.31
H: -3.37 -1.55 -1.22  0.28
H: -2.25 -1.95 0.28  0.34
H: 1.15 2.44 0.06  0.31
H: 1.44 1.50 1.52  0.26
H: 2.79 0.36 -0.03  0.34
H: 0.64 -0.27 -1.45  0.07

## two
ORCA calculation (wB97M-V/def2-TZVPD) on a molecular structure, C2H7O2P.

The calculation puts the highest occupied orbital energy at -9.36 eV. The net charge is 0. The orbital gap comes out at 9.74 eV. As for the LUMO energy: 0.384 eV.

Last column: Mulliken charge in e.
Element x y z (Å)
C: -1.60 -1.52 0.51  -0.67
C: 1.01 1.88 -0.24  -0.82
O: 1.06 0.27 2.01  -0.52
O: -1.15 -0.40 -0.17  -0.58
P: 0.87 0.25 0.57  0.70
H: -1.19 -1.62 1.50  0.27
H: -1.54 -2.47 -0.04  0.26
H: -2.65 -1.55 0.77  0.28
H: 0.73 2.59 0.44  0.30
H: 1.96 1.99 -0.71  0.37
H: 0.30 1.74 -1.11  0.28
H: 1.38 -0.85 0.02  0.12

## three
ORCA calculation (wB97M-V/def2-TZVPD) on 2 unconnected molecules or ions with the total composition C2H7O2P.

The calculation puts the highest occupied orbital energy (spin up / spin down) at -7.99 / -7.99 eV. The net charge is 0. The orbital gap (spin up / spin down) comes out at 8.18 / 8.18 eV. As for the LUMO energy (spin up / spin down): 0.187 / 0.188 eV.

Last column: Mulliken charge in e.
Element x y z (Å)
C: -1.86 0.66 0.52  -0.76
C: 1.77 0.21 -0.45  -0.36
O: -1.13 -1.99 -0.02  -0.61
O: 2.35 -0.10 0.71  -0.47
P: -0.80 -0.55 -0.41  0.37
H: -1.76 1.72 0.34  0.35
H: -2.91 0.27 0.63  0.28
H: -1.24 0.57 1.50  0.21
H: 2.06 -0.57 -1.22  0.28
H: 1.82 1.24 -0.60  0.30
H: 2.77 -0.99 0.89  0.35
H: -1.06 -0.47 -1.88  0.07

Least stable of them? one.